No. 1
# C34H91N9O14

A cluster of 9 separate species, C34H91N9O14 in total (ωB97M-V with the def2-TZVPD basis set, the Open Molecules 2025 dataset).

Results
- Spin multiplicity: 1
- HOMO-LUMO gap: 8.4 eV
- Calculated total energy: -78802.1704 eV
- ΔE to the lowest compared entry with this formula, charge and spin: 0.4021 eV

Each line ends with the Löwdin charge.
Cartesian coordinates (Å):
1 C -2.1633 0.4001 -5.5854  -0.127
2 O -3.2961 -0.1664 -6.2203  -0.203
3 C -3.7924 -1.3008 -5.5025  -0.198
4 C -4.0101 -1.0206 -4.0032  -0.236
5 N -4.7608 0.2063 -3.8861  -0.083
6 C -5.5065 0.3670 -2.6416  -0.167
7 C -4.5373 0.5741 -1.4686  -0.198
8 O -4.2907 -0.6991 -0.8953  -0.191
9 C -3.3688 -0.7423 0.1543  -0.120
10 H -2.5335 1.0667 -4.7968  0.077
11 H -1.6029 1.1074 -6.2012  0.085
12 H -1.5222 -0.4165 -5.2467  0.088
13 H -3.1817 -2.1904 -5.6698  0.119
14 H -4.7877 -1.4047 -5.9292  0.122
15 H -3.1572 -1.1871 -3.3340  0.110
16 H -4.6728 -1.8367 -3.6711  0.119
17 H -4.6926 0.7833 -4.7020  0.104
18 H -6.1767 -0.4934 -2.5817  0.117
19 H -6.2077 1.1902 -2.7930  0.114
20 H -4.9172 1.2858 -0.7268  0.101
21 H -3.5853 0.9839 -1.8170  0.123
22 H -3.5131 -1.6048 0.8081  0.076
23 H -3.4042 0.1216 0.8285  0.067
24 H -2.3282 -0.8027 -0.1844  0.073
25 C 4.2073 0.5464 -5.8600  -0.121
26 O 3.6764 0.5417 -4.5591  -0.187
27 C 2.4190 -0.1034 -4.6019  -0.213
28 C 1.8516 -0.2681 -3.1848  -0.172
29 N 1.6373 0.9850 -2.4927  -0.072
30 C 0.4364 1.7010 -2.9453  -0.168
31 C 0.5062 3.1746 -2.4669  -0.201
32 O 1.7981 3.6748 -2.6803  -0.207
33 C 2.0523 4.9973 -2.3113  -0.110
34 H 4.5181 -0.4017 -6.3175  0.092
35 H 5.0311 1.2523 -5.9505  0.090
36 H 3.4712 0.8439 -6.6207  0.086
37 H 2.5087 -1.1456 -4.9299  0.131
38 H 1.6927 0.4623 -5.1920  0.118
39 H 2.6305 -0.7894 -2.6178  0.113
40 H 0.9337 -0.8547 -3.1762  0.127
41 H 2.3914 1.6574 -2.5896  0.070
42 H -0.3724 1.3210 -2.3081  0.109
43 H 0.0820 1.5938 -3.9729  0.100
44 H 0.2381 3.2503 -1.4082  0.118
45 H -0.2818 3.6879 -3.0314  0.124
46 H 1.1612 5.6314 -2.2559  0.090
47 H 2.8682 5.3773 -2.9210  0.089
48 H 2.3941 5.0854 -1.2650  0.080
49 C -2.3841 2.8320 1.3091  -0.109
50 O -3.2368 3.9108 1.0018  -0.195
51 C -4.5872 3.7296 1.3943  -0.231
52 C -5.4345 4.8867 0.9630  -0.220
53 N -5.2410 6.0898 1.7727  -0.053
54 C -6.0041 7.2039 1.1882  -0.204
55 C -5.1839 7.9237 0.1088  -0.255
56 O -6.0281 8.7400 -0.6735  -0.180
57 C -5.2965 9.6214 -1.5038  -0.113
58 H -2.2659 2.4677 2.3358  0.094
59 H -1.4184 3.1266 0.9005  0.079
60 H -2.7655 2.0010 0.6997  0.054
61 H -4.5161 3.5505 2.4780  0.128
62 H -4.9965 2.7640 1.0581  0.107
63 H -6.4866 4.6246 1.1084  0.123
64 H -5.2895 5.1135 -0.1016  0.119
65 H -4.2616 6.3443 1.6558  0.098
66 H -6.3349 7.9667 1.8964  0.113
67 H -6.9395 6.8828 0.7250  0.116
68 H -4.7516 7.1926 -0.5935  0.117
69 H -4.2800 8.3265 0.5860  0.124
70 H -4.8391 9.0590 -2.3263  0.087
71 H -4.5348 10.1994 -0.9761  0.086
72 H -6.0400 10.2977 -1.9257  0.087
73 C 0.1168 -6.1372 0.6552  -0.109
74 O 0.2156 -6.4063 2.0359  -0.211
75 C -0.1167 -5.3273 2.8959  -0.223
76 C -1.5924 -5.0503 3.0495  -0.218
77 N -1.9540 -4.0417 4.0256  -0.065
78 C -1.6514 -2.6706 3.6947  -0.197
79 C -1.3413 -1.8052 4.9241  -0.183
80 O -0.5688 -0.7278 4.4173  -0.248
81 C -0.3873 0.3544 5.3129  -0.089
82 H 0.4472 -7.0426 0.1524  0.085
83 H 0.6207 -5.2060 0.3714  0.080
84 H -0.9068 -5.9499 0.2993  0.085
85 H 0.4441 -4.4098 2.6728  0.117
86 H 0.2958 -5.7258 3.8290  0.126
87 H -2.0493 -6.0155 3.2972  0.125
88 H -2.0924 -4.8463 2.0964  0.120
89 H -1.6761 -4.3609 4.9410  0.105
90 H -2.3406 -2.1673 3.0123  0.114
91 H -0.7018 -2.6543 3.1396  0.109
92 H -0.7563 -2.4465 5.5901  0.126
93 H -2.2298 -1.3679 5.3822  0.124
94 H -1.2149 0.5062 6.0127  0.087
95 H -0.2768 1.2690 4.7325  0.077
96 H 0.5146 0.1871 5.9093  0.096
97 C 3.0273 -2.5751 0.1189  -0.133
98 O 3.9638 -3.4674 -0.4135  -0.191
99 C 4.0721 -4.6823 0.3505  -0.193
100 C 4.7887 -5.7339 -0.5045  -0.203
101 N 4.8833 -7.0453 0.1234  -0.057
102 C 3.6277 -7.8099 0.1613  -0.195
103 C 2.9370 -7.7666 1.4907  -0.233
104 O 3.8449 -8.2233 2.5093  -0.194
105 C 3.4931 -7.6763 3.7716  -0.109
106 H 3.2125 -2.4033 1.1844  0.083
107 H 1.9682 -2.8317 -0.0167  0.084
108 H 3.0700 -1.6011 -0.3717  0.063
109 H 3.0251 -4.9692 0.4818  0.096
110 H 4.5891 -4.4544 1.2840  0.126
111 H 5.8440 -5.4705 -0.6286  0.117
112 H 4.3693 -5.7613 -1.5087  0.119
113 H 5.4341 -7.0192 0.9650  0.103
114 H 3.8463 -8.8350 -0.1454  0.114
115 H 2.9252 -7.4335 -0.5858  0.116
116 H 2.1409 -8.5221 1.4641  0.130
117 H 2.5820 -6.7818 1.7957  0.091
118 H 4.0295 -8.1976 4.5557  0.085
119 H 2.4073 -7.7611 3.8991  0.081
120 H 3.6338 -6.5903 3.8212  0.084
121 N 4.6542 1.5491 3.1254  0.180
122 C 4.4637 0.2148 3.3266  -0.647
123 N 5.5905 -0.5384 3.4264  0.161
124 O 3.3495 -0.3011 3.4936  -0.008
125 H 3.8215 2.1201 3.1159  0.079
126 H 5.5562 1.8871 2.8568  0.098
127 H 6.4460 -0.0206 3.4958  0.096
128 H 5.4163 -1.4468 3.8179  0.110
129 N 0.8639 0.3940 2.3451  0.166
130 C 0.7179 0.5751 1.0176  -0.652
131 N 1.8678 0.9167 0.3743  0.174
132 O -0.3794 0.5371 0.4371  -0.005
133 H 0.0316 0.1586 2.8784  0.076
134 H 1.7554 0.0418 2.6929  0.057
135 H 2.7716 0.9657 0.8105  0.083
136 H 1.8714 1.0904 -0.6375  0.052
137 C 2.0709 4.2988 2.8224  -0.185
138 O 1.7360 3.0767 3.4116  -0.131
139 H 2.3758 4.2365 1.7667  0.070
140 H 1.2238 4.9894 2.6720  0.076
141 H 2.8040 4.8168 3.4390  0.080
142 H 1.3666 2.4706 2.7527  0.039
143 C 4.6502 2.3188 -1.5837  -0.151
144 O 4.9894 1.0349 -2.0919  -0.120
145 H 4.8266 3.0732 -2.3517  0.087
146 H 3.6311 2.3074 -1.2019  0.043
147 H 5.3198 2.5919 -0.7644  0.074
148 H 4.9688 0.9992 -3.0556  0.049

No. 2
# C42H63Br2N7O3

A cluster of 11 separate species, C42H63Br2N7O3 in total (ωB97M-V with the def2-TZVPD basis set, the Open Molecules 2025 dataset).

Results
- Spin multiplicity: 1
- HOMO-LUMO gap: 8.2 eV
- Calculated total energy: -201225.7354 eV

Each line ends with the Löwdin charge.
Cartesian coordinates (Å):
1 C 9.1191 3.3500 5.5100  -0.135
2 C 9.5911 4.2262 6.4693  -0.098
3 C 9.5061 3.5424 7.7183  -0.143
4 N 9.0153 2.3116 7.5127  0.005
5 C 8.6657 2.2798 6.1850  -0.177
6 H 8.9190 3.4606 4.4545  0.102
7 H 9.9493 5.2339 6.3194  0.087
8 H 9.8517 3.6452 8.7364  0.103
9 H 8.8674 1.5747 8.1874  0.152
10 H 8.1218 1.4182 5.8269  0.104
11 C -7.0169 4.7309 1.7369  -0.129
12 C -5.8503 4.9932 2.4240  -0.136
13 C -5.4786 3.8453 3.1605  -0.120
14 N -6.5343 2.9639 3.0381  -0.013
15 C -7.4703 3.4528 2.1331  -0.116
16 H -7.3438 5.3597 0.9220  0.090
17 H -5.2617 5.8945 2.3371  0.089
18 H -4.6474 3.7530 3.8439  0.097
19 H -6.6389 2.0685 3.4937  0.142
20 H -8.2814 2.8313 1.7835  0.097
21 C 1.0861 -7.8224 -5.9560  -0.119
22 C 1.4550 -9.1032 -6.4089  -0.116
23 C 0.6694 -9.9208 -5.6977  -0.181
24 N -0.2444 -9.2546 -4.9385  0.016
25 C -0.0426 -7.9449 -5.1652  -0.154
26 H 1.6229 -6.9602 -6.3231  0.088
27 H 2.3430 -9.2649 -7.0021  0.100
28 H 0.8345 -10.9867 -5.6438  0.107
29 H -0.9303 -9.5698 -4.2675  0.154
30 H -0.7283 -7.2325 -4.7308  0.105
31 C -2.5715 -3.7014 6.8188  -0.139
32 C -1.5375 -3.0996 7.4333  -0.136
33 C -0.9816 -2.1356 6.5578  -0.139
34 N -1.5085 -2.3360 5.3318  0.020
35 C -2.6169 -3.1327 5.5718  -0.153
36 H -3.3494 -4.2943 7.2769  0.103
37 H -1.3911 -3.1356 8.5027  0.093
38 H -0.2830 -1.3227 6.6907  0.101
39 H -1.3299 -1.8889 4.4439  0.151
40 H -3.3279 -3.2548 4.7681  0.099
41 C -8.6858 -5.9161 -1.6478  -0.087
42 C -8.8723 -4.5508 -1.1866  -0.112
43 C -7.9462 -3.8251 -1.8519  -0.162
44 N -7.1170 -4.6311 -2.6393  0.010
45 C -7.5934 -5.8745 -2.5370  -0.173
46 H -9.2422 -6.8007 -1.3754  0.080
47 H -9.6467 -4.0764 -0.6020  0.091
48 H -7.8026 -2.7563 -1.7941  0.101
49 H -6.3488 -4.3529 -3.2330  0.149
50 H -7.2083 -6.7176 -3.0913  0.104
51 C 1.1785 1.0099 0.4159  -0.151
52 C 2.0003 -0.0241 0.0128  -0.099
53 C 1.1578 -0.8908 -0.7483  -0.120
54 N -0.1103 -0.3809 -0.7171  0.004
55 C -0.0461 0.8218 -0.1296  -0.181
56 H 1.4870 1.7511 1.1383  0.097
57 H 3.0307 -0.0755 0.3323  0.090
58 H 1.3437 -1.8718 -1.1599  0.096
59 H -0.9754 -0.6950 -1.1332  0.154
60 H -0.9213 1.4335 0.0324  0.109
61 C 7.3727 7.3187 0.0203  -0.122
62 C 8.0876 8.2398 0.7709  -0.128
63 C 7.1964 8.9899 1.5083  -0.145
64 N 5.9188 8.5822 1.2198  0.015
65 C 6.0701 7.5909 0.2767  -0.165
66 H 7.7429 6.4816 -0.5528  0.098
67 H 9.1537 8.4062 0.8166  0.092
68 H 7.2843 9.7642 2.2560  0.103
69 H 5.0381 9.0174 1.4545  0.148
70 H 5.1461 7.1306 -0.0407  0.104
71 C -3.3617 -1.4646 -9.6200  -0.196
72 C -2.0803 -0.7350 -9.4243  -0.175
73 C -1.9417 -0.7132 -7.8806  -0.194
74 O -3.0533 -1.4147 -7.2604  -0.164
75 C -4.1601 -1.4220 -8.2783  -0.137
76 H -3.2375 -2.5364 -9.7745  0.108
77 H -3.9321 -1.1461 -10.4925  0.109
78 H -2.1432 0.2936 -9.7794  0.107
79 H -1.2558 -1.2126 -9.9536  0.109
80 H -1.9451 0.3150 -7.5186  0.107
81 H -0.9824 -1.1323 -7.5770  0.110
82 H -4.7151 -0.4846 -8.2402  0.104
83 H -4.8430 -2.2430 -8.0600  0.112
84 C 1.0402 -10.4692 1.1360  -0.175
85 C 0.3752 -9.2485 1.7438  -0.153
86 C -1.1834 -9.3929 1.4547  -0.139
87 O -1.1687 -10.6554 0.7496  -0.189
88 C -0.0652 -11.5023 0.9832  -0.211
89 H 1.8752 -10.9555 1.6404  0.112
90 H 1.3533 -10.0734 0.1699  0.111
91 H 0.7798 -8.4249 1.1555  0.097
92 H 0.5129 -9.0351 2.8038  0.102
93 H -1.6682 -8.6746 0.7936  0.111
94 H -1.7588 -9.4559 2.3783  0.104
95 H 0.0436 -12.2350 0.1836  0.118
96 H -0.3401 -12.1095 1.8456  0.115
97 C -0.5430 8.6719 -5.3161  -0.172
98 C 0.8716 9.3289 -5.2852  -0.151
99 C 0.6455 10.1890 -4.0436  -0.276
100 O -0.1051 9.5019 -3.1329  -0.098
101 C -0.8372 8.5066 -3.8315  -0.218
102 H -0.5798 7.7886 -5.9537  0.115
103 H -1.1467 9.5078 -5.6695  0.108
104 H 0.9739 9.8220 -6.2518  0.111
105 H 1.6655 8.6522 -4.9691  0.111
106 H 0.1704 11.1099 -4.3817  0.118
107 H 1.5654 10.3514 -3.4818  0.124
108 H -1.9269 8.4988 -3.8578  0.112
109 H -0.5695 7.4917 -3.5377  0.116
110 Br 1.8590 5.9266 7.5919  0.564
111 C 3.4246 4.8839 8.2099  -0.678
112 C 3.4062 4.5837 9.7074  -0.670
113 Br 3.9105 6.1839 10.7360  0.581
114 H 4.2960 5.4143 7.8260  0.049
115 H 3.3865 3.9891 7.5887  0.049
116 H 4.0515 3.7600 10.0125  0.057
117 H 2.3947 4.2939 9.9919  0.047

No. 3
# CH4N2

An isolated molecule of CH4N2 (ωB97M-V with the def2-TZVPD basis set, the Open Molecules 2025 dataset).

Results
- Spin multiplicity: 1
- HOMO-LUMO gap: 11.3 eV
- Calculated total energy: -4081.2263 eV
- ΔE to the lowest compared entry with this formula, charge and spin: 1.6560 eV

Each line ends with the natural charge from an NBO analysis.
Cartesian coordinates (Å):
1 H 1.5387 -1.1939 -0.1723  0.345
2 N 1.5531 -0.1902 0.0119  -0.606
3 C 0.4036 0.3644 -0.0366  0.275
4 N -0.9185 -0.3317 -0.0297  -0.892
5 H 0.3685 1.4118 0.0624  0.141
6 H -1.3556 -0.1885 0.8599  0.370
7 H -1.5898 0.1281 -0.6955  0.366